Computed, not measured: C4H6N2O2 as an isolated structure, with the ωB97M-V functional and the def2-TZVPD basis.

E_tot: -11317.5743 eV
2S+1: 1
net charge: 0
E_HOMO: -0.3561 hartree
energy relative to the best compared isomer or geometry (same formula, charge and spin): 80.0 kcal per mole

Last column: Löwdin charge in e.
Atoms and positions in Å:
C -1.55771 -0.83074 -0.33208  -0.02
C -0.55580 -0.37319 0.66029  -0.36
C 1.37759 -1.46837 -0.90883  -0.14
O -0.46762 -0.50329 1.82499  0.14
N 1.78225 -2.36830 -1.50637  0.02
H -1.42785 -1.90613 -0.45016  0.10
H -2.54912 -0.64645 0.08314  0.11
H -1.43152 -0.36587 -1.30515  0.09
N 0.99103 1.81692 0.94561  0.18
C 0.33790 1.16494 -0.02872  -0.52
O 0.05707 1.59554 -1.12284  0.06
H 1.16853 1.37316 1.83318  0.11
H 1.34155 2.75166 0.80311  0.12
H 0.93370 -0.23990 -0.49615  0.11